48
Properties=species:S:1:pos:R:3 method="wB97M-V/def2-TZVPD" homo_energy_ha=-0.37270 energy_ev=-853341.988 e_above_lowest_kj_mol=228.53 lumo_energy_ev=0.2 smiles=BrCCBr.BrCCBr.BrCCBr.BrCCBr.BrCCBr.BrCCBr
Br 7.066 -7.333 -6.104
C 8.476 -6.050 -5.480
C 8.004 -4.974 -4.447
Br 6.577 -3.785 -5.200
H 8.837 -5.597 -6.403
H 9.290 -6.733 -5.239
H 8.840 -4.362 -4.107
H 7.582 -5.507 -3.595
Br 1.447 -3.501 1.110
C 1.440 -1.549 0.906
C 1.299 -1.203 -0.583
Br 0.589 0.619 -0.857
H 2.341 -1.113 1.336
H 0.552 -1.206 1.436
H 0.622 -1.823 -1.170
H 2.244 -1.190 -1.126
Br -0.648 7.949 5.923
C 0.065 6.267 5.201
C -0.476 5.974 3.787
Br 0.412 7.096 2.469
H -0.091 5.459 5.915
H 1.093 6.516 4.938
H -1.565 5.963 3.757
H -0.187 4.961 3.505
Br -4.603 -5.973 -7.150
C -3.740 -6.495 -5.405
C -2.538 -5.560 -5.348
Br -0.975 -6.472 -4.458
H -3.360 -7.517 -5.427
H -4.409 -6.411 -4.549
H -2.646 -4.639 -4.775
H -2.078 -5.206 -6.270
Br -4.105 5.806 -2.842
C -3.121 7.073 -3.980
C -1.841 6.537 -4.527
Br -1.187 7.825 -5.848
H -3.146 8.099 -3.611
H -3.806 7.050 -4.828
H -2.050 5.554 -4.952
H -1.117 6.295 -3.749
Br -3.248 1.896 11.149
C -4.228 0.264 10.586
C -3.252 -0.697 9.972
Br -2.562 -0.290 8.149
H -4.932 0.559 9.808
H -4.855 -0.135 11.384
H -3.625 -1.718 10.062
H -2.385 -0.719 10.633

104
Properties=species:S:1:pos:R:3 method="wB97M-V/def2-TZVPD" homo_energy_ha=-0.18715 energy_ev=-518668.484 lumo_energy_ev=-3.1
C 2.214 -2.617 0.856
C 1.487 -3.151 -0.488
C 0.683 -1.854 -1.105
N 1.382 -0.752 -1.400
N 0.744 0.285 -1.865
C 1.635 1.515 -2.211
C 1.574 2.546 -0.991
O 2.525 2.328 0.066
Si 4.113 2.961 -0.271
C 4.235 4.057 -1.781
C 4.944 3.842 1.152
C 5.221 1.439 -0.668
C -0.566 0.420 -2.045
P -1.412 1.926 -2.643
S -1.688 1.922 -4.563
C -1.342 -0.714 -1.757
C -2.819 -0.699 -1.977
C -3.645 -0.372 -0.711
C -5.142 -0.652 -1.026
C -6.078 0.525 -0.700
N -7.229 0.090 0.132
C -8.430 -0.122 -0.679
C -7.486 1.070 1.161
C -7.067 0.627 2.548
O -7.971 2.160 0.935
C -0.705 -1.927 -1.263
C -1.503 -3.141 -0.944
Br -1.642 -3.484 0.998
C -1.014 -4.342 -1.788
C -0.778 -5.648 -1.031
H 3.289 -2.273 0.632
H 1.619 -1.686 1.175
H 2.133 -3.309 1.692
H 0.814 -3.917 -0.131
H 2.178 -3.586 -1.207
H 2.668 1.135 -2.414
H 1.317 1.974 -3.145
H 0.593 2.375 -0.535
H 1.551 3.576 -1.348
H 5.263 4.409 -1.864
H 3.902 3.545 -2.684
H 3.648 4.962 -1.587
H 5.850 4.289 0.730
H 4.369 4.666 1.585
H 5.289 3.118 1.894
H 6.215 1.796 -0.935
H 5.303 0.738 0.226
H 4.705 0.918 -1.558
H -0.731 3.080 -2.216
H -2.671 1.912 -2.019
H -3.116 -0.012 -2.770
H -3.150 -1.677 -2.322
H -3.488 0.663 -0.409
H -3.382 -1.081 0.076
H -5.275 -0.881 -2.085
H -5.464 -1.548 -0.500
H -5.574 1.351 -0.193
H -6.501 0.948 -1.617
H -8.278 -0.980 -1.332
H -8.714 0.754 -1.270
H -9.250 -0.379 -0.009
H -6.230 -0.061 2.438
H -7.912 0.083 2.974
H -6.810 1.469 3.184
H -2.514 -2.928 -1.263
H -0.090 -4.073 -2.298
H -1.736 -4.550 -2.578
H -1.737 -6.133 -0.721
H -0.122 -5.578 -0.161
H -0.274 -6.322 -1.725
C -0.748 -3.320 5.304
Br 0.956 -3.306 4.408
Br -1.401 -1.512 5.562
Br -2.044 -4.300 4.335
H -0.600 -3.772 6.276
Br 3.271 6.831 1.738
C 4.733 7.855 2.516
C 5.490 8.612 1.459
Br 6.652 7.427 0.443
H 5.353 7.152 3.063
H 4.263 8.541 3.217
H 6.150 9.346 1.915
H 4.842 9.107 0.743
Cl -3.659 -6.932 -0.647
Cs 3.617 -0.657 0.013
O 9.524 5.605 0.351
H 9.000 6.260 0.823
H 10.210 6.117 -0.087
O 0.428 -3.120 -4.483
H 1.085 -2.707 -5.057
H 0.602 -2.747 -3.614
C -0.916 -8.042 2.477
C 0.362 -8.590 1.800
O 0.450 -8.038 0.585
H -1.810 -8.291 1.905
H -1.030 -8.476 3.482
H -0.864 -6.955 2.587
H 0.262 -9.698 1.851
H 1.200 -8.393 2.516
O -0.436 7.514 1.772
H 0.408 7.343 2.206
H -0.902 6.675 1.823
Li -0.987 -1.115 3.339
Cl 4.609 0.562 -4.270

42
Properties=species:S:1:pos:R:3 method="wB97M-V/def2-TZVPD" multiplicity=4 homo_energy_ha="-0.32786 / -0.41836" energy_ev=-59053.530 e_above_lowest_kj_mol=0.00 s2=3.7529 lumo_energy_ev="-2.1 / -2.1" charge=+1
V 0.178 0.561 0.776
F 1.008 0.987 2.687
C 3.039 -0.609 -0.441
O 2.159 0.245 -0.267
N 3.883 -0.739 -1.433
N 3.363 -1.383 0.544
H 4.764 -1.206 -1.271
H 3.871 -0.092 -2.208
H 3.000 -1.243 1.476
H 4.252 -1.862 0.552
C 0.067 3.926 0.574
O -0.192 2.746 0.396
N 0.675 4.682 -0.285
N 0.073 4.527 1.733
H 0.776 5.686 -0.242
H 0.872 4.163 -1.129
H -0.408 4.151 2.538
H 0.455 5.456 1.835
C -0.536 0.063 -2.331
O -0.734 0.250 -1.157
N -0.004 0.889 -3.166
N -1.015 -0.951 -2.926
H 0.311 1.721 -2.688
H 0.256 0.503 -4.063
H -0.774 -0.987 -3.906
H -1.614 -1.641 -2.495
C -2.995 -0.242 1.678
O -1.991 0.254 1.348
N -4.142 0.366 1.912
N -3.080 -1.592 1.797
H -4.312 1.346 1.736
H -4.929 -0.225 2.138
H -2.284 -2.209 1.722
H -3.990 -1.863 2.141
C 0.048 -2.725 0.507
O 0.029 -1.594 0.911
N -0.892 -3.154 -0.339
N 0.902 -3.664 0.780
H -1.606 -2.500 -0.627
H -0.868 -4.102 -0.688
H 1.463 -3.384 1.572
H 0.921 -4.556 0.307

13
Properties=species:S:1:pos:R:3 method="wB97M-V/def2-TZVPD" multiplicity=2 homo_energy_ha="-0.10439 / -0.23518" energy_ev=-9072.626 e_above_lowest_kj_mol=133.34 s2=0.7501 lumo_energy_ev="-1.7 / -1.5"
C 4.002 -1.094 0.872
C 3.384 -0.201 1.873
C 1.935 -0.264 1.448
C 1.517 0.695 0.548
O 0.423 0.649 -0.139
O 4.447 -2.223 1.104
Li 4.547 -3.560 2.321
Cs -3.126 3.204 -2.138
H 4.004 -0.735 -0.174
H 3.660 0.890 1.640
H 3.558 -0.563 2.896
H 1.217 -0.814 2.060
H 2.036 1.677 0.580

65
Properties=species:S:1:pos:R:3 method="wB97M-V/def2-TZVPD" multiplicity=3 homo_energy_ha="-0.32276 / -0.33790" energy_ev=-121626.824 e_above_lowest_kj_mol=71.60 s2=2.0198 lumo_energy_ev="-0.7 / -0.6"
V 0.860 0.732 -0.099
F 1.065 2.110 5.347
C 1.764 1.308 4.541
F 1.309 0.068 4.720
F 3.037 1.342 4.925
S 1.631 1.773 2.730
O 0.297 1.426 2.338
O 2.008 3.136 2.605
N 2.689 0.720 2.223
S 3.083 0.869 0.732
O 2.700 2.119 0.154
O 2.757 -0.298 -0.036
C 4.956 0.956 0.815
F 5.397 0.595 2.020
F 5.340 2.212 0.606
F 5.553 0.184 -0.093
C -1.328 -3.576 0.615
Si 0.146 -2.362 0.356
C 1.481 -3.377 -0.573
C 0.810 -1.984 2.102
C -0.422 -0.758 -0.567
Si -0.700 -1.030 -2.465
C -1.803 -2.566 -2.819
C -1.601 0.488 -3.227
C 0.931 -1.329 -3.413
Si -2.032 -0.088 0.239
C -2.368 -0.195 2.126
C -3.725 -0.617 -0.510
C -1.753 1.764 -0.094
C -2.713 2.756 -0.162
C -2.336 4.086 -0.240
C -0.983 4.375 -0.153
C -0.074 3.340 -0.094
N -0.441 2.054 -0.111
H -0.981 -4.472 1.117
H -1.793 -3.882 -0.314
H -2.103 -3.144 1.236
H 1.775 -4.236 0.026
H 2.368 -2.772 -0.740
H 1.135 -3.749 -1.531
H 1.080 -2.897 2.624
H 0.085 -1.463 2.718
H 1.704 -1.370 2.045
H -2.744 -2.518 -2.289
H -1.306 -3.485 -2.529
H -2.023 -2.641 -3.879
H -2.634 0.273 -3.475
H -1.116 0.814 -4.139
H -1.583 1.321 -2.534
H 0.874 -2.185 -4.076
H 1.745 -1.494 -2.717
H 1.188 -0.469 -4.022
H -2.493 -1.217 2.468
H -3.272 0.349 2.391
H -1.550 0.260 2.674
H -3.878 -1.684 -0.399
H -3.812 -0.374 -1.561
H -4.545 -0.128 0.008
H -3.752 2.475 -0.180
H -3.067 4.871 -0.335
H -0.627 5.391 -0.155
H 0.983 3.558 -0.037
F 0.848 2.320 -2.618
B 1.374 1.307 -1.917
F 2.583 1.009 -2.395

52
Properties=species:S:1:pos:R:3 method="wB97M-V/def2-TZVPD" homo_energy_ha=-0.30001 energy_ev=-43807.446 e_above_lowest_kj_mol=2050.00 lumo_energy_ev=0.5
C -0.093 4.866 2.158
O 0.897 4.653 0.996
C 0.331 4.936 -0.306
C -0.675 3.668 -0.780
C 0.055 2.217 -1.119
N 0.386 1.744 0.361
H 0.804 2.437 1.015
C 1.313 0.719 0.071
C 0.555 -0.469 -0.528
N 1.082 -1.846 0.058
C -0.209 -1.924 0.648
O -0.639 -2.980 1.150
C -0.761 -0.978 0.047
O -1.757 -0.747 -0.791
C -3.067 -1.153 -0.586
C -4.105 -0.968 -1.307
C -5.323 -1.371 -1.109
C -5.751 -1.737 0.174
C -4.648 -1.787 1.000
C -3.452 -1.576 0.909
H -2.726 -1.828 1.455
H -5.154 -2.180 2.188
Cl -7.381 -1.906 0.496
H -6.178 -1.004 -1.742
H -3.736 -0.395 -2.642
H -0.977 -0.105 0.973
C 2.320 -2.576 0.186
C 2.642 -2.898 1.341
C 3.756 -3.697 1.663
C 4.822 -3.625 0.621
C 4.499 -2.823 -0.683
C 3.220 -2.364 -0.972
C 2.981 -1.658 -2.146
H 3.696 -2.085 -2.914
H 1.955 -2.106 -2.541
H 2.963 -0.410 -2.042
H 5.253 -2.890 -1.594
H 5.755 -4.024 0.948
H 4.034 -4.135 2.489
H 1.739 -2.983 2.240
H 0.664 -0.510 -1.362
H 1.514 0.493 1.442
H 2.142 0.880 -0.369
H 0.844 2.438 -1.606
H -0.735 1.734 -1.530
H -1.372 3.463 -0.042
H -1.105 3.896 -1.653
H 1.157 4.796 -0.918
H -0.370 5.880 -0.400
H -1.053 4.163 2.163
H 0.483 4.862 2.932
H -0.594 5.895 1.956